# 1
The following is a DFT calculation (the ωB97M-V functional and the def2-TZVPD basis) of a molecular structure, C22H37NO4P2STi.

CARTESIAN COORDINATES (ANGSTROEM)
Ti  0.024  0.320  0.566
P  2.627  -0.005  -0.071
P  -2.666  0.339  0.328
N  -0.052  0.879  -1.100
H  1.246  -2.341  2.100
C  3.087  -1.498  -1.011
H  4.182  -1.569  -1.045
H  2.699  -1.411  -2.032
H  2.674  -2.397  -0.543
C  3.806  -0.045  1.312
H  4.819  -0.201  0.921
H  3.528  -0.849  2.003
H  3.746  0.910  1.848
C  3.358  1.265  -1.168
H  4.454  1.201  -1.115
H  3.027  2.259  -0.843
H  3.028  1.099  -2.202
C  -3.291  -1.110  -0.599
H  -4.390  -1.128  -0.578
H  -2.901  -2.031  -0.148
H  -2.935  -1.044  -1.634
C  -3.768  0.311  1.775
H  -4.821  0.282  1.459
H  -3.559  1.210  2.365
H  -3.524  -0.568  2.381
C  -3.346  1.709  -0.674
H  -4.434  1.782  -0.538
H  -3.109  1.530  -1.731
H  -2.873  2.650  -0.363
C  -0.042  1.640  -2.191
C  0.005  1.875  -4.611
C  -0.024  1.060  -3.493
C  -0.029  3.060  -2.064
C  -0.002  3.857  -3.198
C  0.023  3.272  -4.474
H  0.016  1.417  -5.601
H  -0.028  -0.030  -3.543
H  -0.035  3.474  -1.054
H  0.003  4.939  -3.088
H  0.057  3.907  -5.364
C  0.252  -2.573  1.696
O  -0.096  -1.428  0.907
C  0.289  -3.788  0.788
H  0.200  -4.712  1.368
H  1.199  -3.842  0.181
H  -0.567  -3.723  0.108
C  -0.707  -2.778  2.852
H  -1.601  -3.296  2.483
H  -1.010  -1.838  3.317
H  -0.239  -3.404  3.621
C  -0.417  2.672  8.916
C  0.039  2.400  7.508
C  0.696  1.182  7.269
C  1.048  0.805  5.979
C  0.605  1.584  4.900
C  0.053  2.846  5.109
C  -0.169  3.274  6.422
S  0.307  0.711  3.388
O  1.354  -0.301  3.336
O  -1.080  0.247  3.474
O  0.407  1.626  2.139
H  -1.201  1.967  9.224
H  0.413  2.523  9.616
H  -0.823  3.678  9.032
H  0.907  0.494  8.090
H  1.569  -0.130  5.790
H  -0.227  3.433  4.237
H  -0.561  4.284  6.579

Calculated values
net charge	0
lowest unoccupied orbital energy (alpha / beta)	0.6 / 0.6	eV
orbital gap (alpha / beta)	0.2746 / 0.2747	hartree
multiplicity	1
E_HOMO (alpha / beta)	-6.868 / -6.869	eV

# 2
The following is a DFT calculation (the ωB97M-V functional and the def2-TZVPD basis) of a molecular structure, H9O4.

CARTESIAN COORDINATES (ANGSTROEM)
O  -1.866  1.376  -1.109
H  1.055  1.593  -1.632
H  -2.552  1.964  -1.437
O  0.617  0.778  -1.381
H  0.799  0.547  -0.206
H  -0.327  1.006  -1.483
O  0.233  -2.263  1.502
H  -0.657  -2.619  1.587
H  0.841  -2.975  1.721
O  1.139  0.073  0.815
H  2.028  -0.238  0.593
H  0.611  -0.700  1.177
H  -1.919  1.457  -0.147

Calculated values
ΔE to the lowest compared entry with this formula, charge and spin	12.41	kcal/mol
net charge	+1
lowest unoccupied orbital energy	-3.4	eV
orbital gap	0.4863	hartree
multiplicity	1
E_HOMO	-16.622	eV

| no. | F_max (eV/Å) | total energy (a.u.) |
| --- | --- | --- |
| 1 | 2.92 | -3146.67192 |
| 2 | 1.08 | -306.10668 |